# 1
Computed, not measured: a structure of composition C12H15N2S2 at a distorted geometry, with wB97M-V/def2-TZVPD.

The geometry in XYZ format:
```
31
Properties=species:S:1:pos:R:3
S -3.062 -3.360 3.292
S -1.457 -1.465 4.805
N -2.260 0.813 1.684
N 3.033 -0.364 0.847
C -3.229 -4.249 4.869
C -0.880 0.741 1.461
C -3.088 -3.371 6.109
C 1.326 1.300 0.689
C 0.019 1.715 0.985
C -1.744 -1.403 1.793
C -1.576 -2.523 3.472
C -1.739 -2.644 6.176
C 0.778 -1.028 1.387
C 1.728 -0.036 0.985
C -0.534 -0.637 1.556
C -2.786 -0.463 1.777
H -3.927 -2.659 6.195
H 2.048 2.027 0.309
H -1.790 -2.456 1.354
H -0.323 2.740 0.887
H -0.896 -3.354 6.103
H -3.846 -0.618 1.948
H -3.160 -4.026 6.986
H 3.735 0.324 0.579
H 1.101 -2.073 1.471
H -0.605 -3.141 3.228
H -2.478 -5.057 4.833
H -2.810 1.677 1.664
H -1.682 -2.056 7.105
H -4.250 -4.651 4.831
H 3.359 -1.294 1.125
```

As for the LUMO energy: -4.9 eV. For the largest force on an atom, the calculation gives 4.3 eV/A. As for the total charge: +1. The value obtained for the energy is -1371.8579 Eh. The orbital gap is 6.1075 eV. Its energy relative to the best compared isomer or geometry (same formula, charge and spin) is 1.699 eV.

***

# 2
Computed, not measured: an isolated molecule of C12H15N3O3S2 at a distorted geometry, with wB97M-V/def2-TZVPD.

The geometry in XYZ format:
```
35
Properties=species:S:1:pos:R:3
S 0.524 -1.710 2.823
S 0.273 0.413 -2.280
O 3.301 -0.661 -0.125
O 2.490 0.805 1.738
O -3.632 0.449 1.140
N 0.363 -0.737 0.011
N -2.131 -0.729 2.831
N -1.466 -0.409 1.670
C -1.233 1.215 -2.852
C -2.288 0.239 0.538
C -0.484 -0.019 -0.652
C 2.178 -1.888 1.774
C 3.522 0.663 -0.686
C -0.282 -1.038 1.432
C -1.615 1.665 -4.067
C 2.659 -0.357 1.187
C -2.131 1.187 -1.670
C -1.725 0.302 -0.619
C -3.640 1.697 -1.725
C 3.980 0.338 -2.018
H -3.605 2.754 -2.075
H 4.414 1.138 -2.663
H 2.926 -2.159 2.570
H -4.087 1.654 -0.776
H -1.619 -0.458 3.557
H -4.259 0.941 -2.610
H 2.783 1.332 -0.641
H 4.888 -0.468 -2.060
H -1.603 2.871 -3.802
H 3.108 -0.173 -2.504
H 4.309 1.058 -0.086
H -3.177 -0.548 2.863
H -2.291 1.349 -4.503
H 2.142 -2.501 0.949
H -0.532 1.482 -4.683
```

The structure (SMILES) is CCOC(=O)CSc1nc2sc(C)c(C)c2c(=O)n1N. As for the LUMO energy: -0.2 eV. For the largest force on an atom, the calculation gives 18.9 eV/A. The value obtained for the energy is -1652.2397 Eh. The orbital gap is 7.3483 eV. Its energy relative to the best compared isomer or geometry (same formula, charge and spin) is 10.087 eV.

***

# 3
Computed, not measured: a cluster of 2 separate species, C12H15NO5 in total at a distorted geometry, with wB97M-V/def2-TZVPD.

The geometry in XYZ format:
```
33
Properties=species:S:1:pos:R:3
O 3.435 -0.431 1.261
O 2.131 0.494 -1.400
O 1.106 0.977 1.915
O 3.213 -2.094 -0.155
O -0.467 -0.607 2.158
N 2.691 -1.219 0.614
C -2.463 -0.579 -1.915
C -0.455 1.345 -1.545
C 3.490 0.333 -1.858
C -1.785 1.744 -1.697
C 1.231 -0.463 -1.421
C -1.143 -0.972 -1.779
C -2.789 0.784 -1.911
C -1.135 0.387 2.985
C -2.506 -0.088 3.409
C 0.700 -0.143 1.637
C -0.131 -0.023 -1.609
C 1.285 -1.034 0.596
H -0.848 -2.016 -1.786
H -0.532 0.592 3.868
H 0.354 2.059 -1.368
H -3.252 -1.331 -1.981
H 4.072 -0.039 -1.010
H -1.229 1.312 2.416
H -3.831 1.106 -2.042
H -2.431 -0.995 4.031
H -3.015 0.687 4.004
H -3.130 -0.301 2.531
H 3.819 1.343 -2.115
H 0.614 -1.828 0.224
H -2.040 2.804 -1.609
H 3.534 -0.329 -2.731
H 1.508 -1.478 -1.718
```

As for the LUMO energy: -0.8 eV. For the largest force on an atom, the calculation gives 2.8 eV/A. The value obtained for the energy is -897.0448 Eh. The orbital gap is 8.0275 eV. Its energy relative to the best compared isomer or geometry (same formula, charge and spin) is 5.680 eV.